Below is a structure of composition C16H40B2MnO8S4, with properties calculated with ωB97M-V/def2-TZVPD.

## Properties
Multiplicity = 6
LUMO level (alpha / beta) = 0.31 / 0.31 eV
Total charge = 0
Electronic energy = -4028.916912 Ha
Energy above the lowest of the compared OMol25 structures with the same formula, charge and spin = 5.5 kcal per mole

Positions of all 71 atoms, in Å:
Mn: 17.06009 -17.00129 21.19661
B: 18.06131 -15.44665 22.59641
H: 17.90925 -15.21641 21.42968
H: 17.12429 -16.03880 23.03519
H: 19.04220 -16.16194 22.67372
H: 18.24446 -14.46253 23.26237
B: 15.81952 -16.20088 19.34745
H: 15.64780 -15.59872 20.36603
H: 15.37218 -15.59937 18.40821
H: 17.00633 -16.33693 19.22231
H: 15.29807 -17.27166 19.49186
C: 21.53046 -15.39366 19.31606
C: 22.12459 -16.53997 18.50288
C: 21.17510 -17.72567 18.65841
S: 20.45294 -17.55382 20.30100
O: 21.01929 -18.57457 21.15981
O: 19.02972 -17.41942 20.21477
C: 21.18786 -15.96392 20.68155
H: 20.62839 -14.99281 18.84733
H: 22.20899 -14.54753 19.43098
H: 23.10912 -16.82156 18.87504
H: 22.19304 -16.26067 17.45210
H: 21.69048 -18.68609 18.70502
H: 20.39857 -17.86856 17.90851
H: 22.09553 -16.18768 21.24423
H: 20.49361 -15.40511 21.30427
C: 11.98177 -17.52019 24.27392
C: 13.00857 -18.22896 25.20520
C: 14.29581 -18.48261 24.44293
S: 14.03882 -17.92549 22.76679
O: 13.46403 -18.95994 21.94512
O: 15.20485 -17.21377 22.31574
C: 12.75985 -16.76141 23.21621
H: 11.34708 -16.87405 24.87436
H: 11.37371 -18.25703 23.74778
H: 12.57698 -19.12388 25.64657
H: 13.20604 -17.52736 26.01686
H: 14.77533 -19.45969 24.48331
H: 15.12672 -17.84032 24.75352
H: 12.17955 -16.57517 22.31483
H: 13.26795 -15.86101 23.55956
C: 15.33648 -22.09625 18.42840
C: 14.21776 -21.06980 18.22673
C: 14.76194 -19.67380 18.43748
S: 16.36077 -19.83585 19.22433
O: 16.42422 -19.07354 20.45019
O: 17.41608 -19.66848 18.25829
C: 16.19780 -21.57854 19.56551
H: 15.93384 -22.14625 17.51507
H: 14.93512 -23.08247 18.64983
H: 13.43828 -21.24183 18.97538
H: 13.71325 -21.18190 17.26828
H: 14.16363 -18.97581 19.02067
H: 14.97842 -19.07579 17.54806
H: 15.65985 -21.60781 20.51936
H: 17.16966 -22.05375 19.66721
C: 19.71114 -21.66983 23.35005
C: 20.58567 -20.50146 23.83228
C: 19.65149 -19.41217 24.31862
S: 18.09549 -19.63585 23.45512
O: 17.83000 -18.50590 22.61323
O: 17.12073 -20.08083 24.41594
C: 18.63192 -21.03635 22.48701
H: 19.24113 -22.20347 24.18108
H: 20.27010 -22.40313 22.76968
H: 21.12081 -20.16439 22.94419
H: 21.30309 -20.82857 24.58123
H: 19.98183 -18.37895 24.20905
H: 19.42006 -19.49068 25.38320
H: 19.05523 -20.59628 21.57847
H: 17.78261 -21.65201 22.20123